*one*
DFT (ωB97M-V/def2-TZVPD) results for the molecule C4H4N4O.

```
13
C4H4N4O | the Open Molecules 2025 dataset | ωB97M-V/def2-TZVPD
C 2.35474 -0.03507 1.15633
C 1.15205 -0.61044 1.42865
C 1.20268 0.38231 -0.56909
C -0.97800 -0.65261 0.09927
N 2.37965 0.48962 -0.09746
N -1.75572 -0.13219 -0.76891
N 0.35549 -0.33241 0.31800
N -1.65351 0.43728 -1.89521
O -2.78736 1.22447 -2.04370
H 3.12488 0.02917 1.96846
H 0.91373 -1.03416 2.46395
H -1.49193 -1.23328 0.82564
H -2.81670 1.46731 -2.88593
```

Values from the calculation:
* Kohn-Sham gap (alpha / beta): 5.630 / 4.779 eV
* LUMO (alpha / beta): -2.1 / -2.6 eV
* E_HOMO (alpha / beta): -7.7 / -7.4 eV

=====

*two*
DFT (ωB97M-V/def2-TZVPD) results for the molecule C4H4N4O.

```
13
C4H4N4O | the Open Molecules 2025 dataset | ωB97M-V/def2-TZVPD
N -1.50769 1.84748 0.30960
C -0.76944 1.01387 -0.23103
C 0.34321 0.61172 -0.79461
C 1.13669 -0.55275 -0.36297
N 0.77397 -1.65448 0.21489
N -0.49146 -1.79233 0.69074
N -1.49039 -1.22675 0.11332
C -2.50952 -0.53766 0.15712
O -3.46658 -0.04301 -0.31241
H -2.47608 1.59598 0.05744
H 0.58251 0.96871 -1.81900
H 2.19485 -0.65791 -0.56102
H -0.71198 -2.73134 0.98298
```

Values from the calculation:
* Kohn-Sham gap: 8.809 eV
* LUMO: 0.4 eV
* E_HOMO: -8.4 eV
* SMILES: N=C=C/C=N\NN=C=O

=====

*three*
DFT (ωB97M-V/def2-TZVPD) results for C4H4N4O as an isolated structure.

```
13
C4H4N4O | the Open Molecules 2025 dataset | ωB97M-V/def2-TZVPD
C -0.86386 -0.41292 0.21315
C -0.23101 0.86042 0.36082
C 1.49245 0.80952 -1.27682
C 1.25529 -1.22053 -0.10420
H -3.06833 -0.96381 0.45078
H -2.65917 0.62623 1.12509
H -0.24723 1.51964 1.44803
H 1.87596 -1.92088 0.29764
N -2.16725 -0.32864 0.43151
N 0.83629 1.37827 -0.24260
N 1.93544 -0.32801 -0.61496
N 0.02264 -1.48490 0.29250
O 1.81877 1.46562 -2.38094
```

Values from the calculation:
* Kohn-Sham gap: 8.378 eV
* LUMO: -1.0 eV
* E_HOMO: -9.4 eV

=====

*four*
DFT (ωB97M-V/def2-TZVPD) results for the molecule C4H4N4O.

```
13
C4H4N4O | the Open Molecules 2025 dataset | ωB97M-V/def2-TZVPD
H -3.59739 -0.91985 -0.11923
N -3.55814 0.09404 -0.08896
C -2.30428 0.34038 0.00868
N -1.33001 -0.64952 0.09432
C -0.14213 -0.16018 0.08219
N 0.35600 1.08073 0.02122
C 1.63338 1.24128 -0.01455
N 2.62761 0.25344 -0.04509
C 2.08277 -0.88984 -0.06302
O 0.81883 -1.19812 0.00752
H -1.99124 1.37875 0.03525
H 2.02549 2.24645 0.07074
H 2.72578 -1.76116 0.00285
```

Values from the calculation:
* Kohn-Sham gap: 8.809 eV
* LUMO: -0.8 eV
* E_HOMO: -9.6 eV
* SMILES: [H]/N=C\N=c1/ncnco1

=====

Of the structures shown above, *four* is the most stable.